ORCA calculation (ωB97M-V with the def2-TZVPD basis set) on a molecular structure, C36H28BrF4N2OPRhS.

Element x y z (Å)
Rh 0.9223 0.9391 -0.0168
O 3.0295 0.8992 -0.2676
C 3.7704 2.1265 -0.2243
C 2.7939 3.2585 -0.2775
C 3.2770 4.5515 -0.2400
C 2.3984 5.6137 -0.3213
C 1.0483 5.3415 -0.4792
C 0.6319 4.0330 -0.5169
N 1.4717 2.9785 -0.3945
H 3.6098 0.1367 -0.1310
H 4.4411 2.1764 -1.0834
H 4.3710 2.1813 0.6851
H 4.3438 4.7163 -0.1554
H 2.7619 6.6320 -0.2811
H 0.3215 6.1353 -0.5775
H -0.3992 3.8013 -0.6801
F -2.6287 0.5749 5.9219
C -2.3782 0.6923 4.6476
C -3.4087 0.7871 3.7287
F -4.6528 0.7655 4.1341
C -3.1264 0.9204 2.3740
F -4.1659 1.0753 1.5760
C -1.8226 0.9289 1.8774
P -1.4418 1.0304 0.0955
C -2.2431 -0.2451 -0.8730
C -1.5153 -1.1955 -1.5749
C -2.1477 -2.1409 -2.3646
C -3.5295 -2.1394 -2.4533
C -4.2693 -1.1617 -1.7950
C -3.6393 -0.1975 -1.0317
C -2.2199 2.5257 -0.4431
C -2.5510 3.5524 0.4546
C -3.0850 4.7344 -0.0227
C -3.2687 4.9101 -1.3924
C -2.9282 3.9047 -2.2890
C -2.4082 2.7083 -1.8215
C -0.8334 0.8679 2.8436
Br 0.9936 1.0465 2.3830
C -1.0672 0.7504 4.1929
F -0.0616 0.7050 5.0514
H -0.4460 -1.1663 -1.5268
H -1.5655 -2.8690 -2.9134
H -4.0343 -2.8808 -3.0589
H -5.3459 -1.1325 -1.8983
H -4.2286 0.5899 -0.5977
H -2.4114 3.4215 1.5211
H -3.3656 5.5191 0.6676
H -3.6964 5.8338 -1.7607
H -3.0810 4.0486 -3.3502
H -2.1670 1.9161 -2.5206
N 1.2861 -1.0302 0.1743
S 1.4451 -2.2650 -0.8857
C 0.4545 -3.6136 -0.3059
C -0.3131 -3.5021 0.8392
C -1.1089 -4.5800 1.2086
C -1.1252 -5.7312 0.4348
C -0.3534 -5.8183 -0.7203
C 0.4426 -4.7521 -1.1051
C 3.0846 -2.8349 -0.6133
C 4.0231 -2.5751 -1.6098
C 5.3315 -2.9950 -1.4116
C 5.6761 -3.6550 -0.2393
C 4.7250 -3.9034 0.7477
C 3.4135 -3.5010 0.5667
H 1.8660 -1.1744 0.9940
H -0.2877 -2.5982 1.4341
H -1.7166 -4.5198 2.1019
H -1.7393 -6.5704 0.7335
H -0.3744 -6.7164 -1.3231
H 1.0504 -4.8171 -2.0017
H 3.7345 -2.0756 -2.5274
H 6.0753 -2.8205 -2.1775
H 6.6935 -3.9948 -0.0961
H 5.0049 -4.4294 1.6507
H 2.6594 -3.7278 1.3113

Calculated values
HOMO energy (alpha / beta) = -16.6 / -16.6 eV
Molar mass = 826.5 g mol⁻¹
Net charge = +3
Energy above the lowest of the compared OMol25 structures with the same formula, charge and spin = 1.1382 eV



ORCA calculation (ωB97M-V with the def2-TZVPD basis set) on a molecular structure, C36H28BrF4N4PPt in a non-equilibrium geometry.

Element x y z (Å)
Pt -0.1386 0.3991 0.3886
C 0.9613 -2.2719 0.4927
N 0.5408 -1.2545 1.5026
C 1.6540 -0.7240 2.3476
C 1.2094 0.5932 2.9219
C 1.5955 0.9976 4.1783
C 1.2168 2.2551 4.6449
C 0.4518 3.0619 3.8217
C 0.0799 2.5979 2.5742
N 0.4476 1.3919 2.1153
C -0.5719 -1.7137 2.3941
C -1.9145 -1.3511 1.8340
C -3.0332 -2.0984 2.1154
C -4.2771 -1.6884 1.6433
C -4.3388 -0.5406 0.8722
C -3.1789 0.1570 0.5944
N -1.9879 -0.2040 1.0923
C 0.0313 -2.2440 -0.6980
C -0.1829 -3.3462 -1.4956
C -0.9829 -3.2277 -2.6283
C -1.5663 -2.0041 -2.9229
C -1.3305 -0.9318 -2.0868
N -0.5374 -1.0436 -1.0091
H 1.0330 -3.2649 0.9380
H 1.9623 -2.0013 0.1521
H 2.5359 -0.5936 1.7149
H 1.9145 -1.4326 3.1354
H 2.1953 0.3368 4.7914
H 1.5090 2.5837 5.6344
H 0.1299 4.0472 4.1303
H -0.5152 3.2164 1.9228
H -0.4575 -1.1879 3.3451
H -0.4818 -2.7800 2.6012
H -2.9330 -2.9957 2.7130
H -5.1671 -2.2655 1.8608
H -5.2722 -0.1792 0.4629
H -3.2109 1.0280 -0.0369
H 0.2768 -4.2923 -1.2385
H -1.1535 -4.0866 -3.2655
H -2.2078 -1.8791 -3.7847
H -1.7806 0.0354 -2.2632
F 2.3329 1.5387 -5.9425
C 1.6257 1.7191 -4.8679
C 0.5145 2.5502 -4.8768
F 0.1691 3.1767 -5.9667
C -0.2274 2.7395 -3.7092
F -1.2133 3.6192 -3.7524
C 0.0684 2.0648 -2.5292
P -0.6914 2.4460 -0.9298
C 0.1531 3.9478 -0.4227
C -0.5012 5.1606 -0.6948
C 0.1793 6.3591 -0.5332
C 1.4964 6.3627 -0.0991
C 2.1465 5.1624 0.1815
C 1.4849 3.9612 0.0184
C -2.4336 2.7882 -1.0242
C -3.2188 2.4623 -2.1358
C -4.5641 2.7969 -2.1489
C -5.1302 3.4516 -1.0610
C -4.3573 3.7556 0.0604
C -3.0166 3.4259 0.0851
C 1.2260 1.2957 -2.5519
Br 1.9963 0.6452 -0.9275
C 2.0024 1.1029 -3.6710
F 3.0988 0.3744 -3.6132
H -1.5216 5.1817 -1.0487
H -0.3253 7.2911 -0.7504
H 2.0236 7.3004 0.0188
H 3.1718 5.1716 0.5267
H 2.0117 3.0440 0.2455
H -2.8024 1.9468 -2.9906
H -5.1636 2.5635 -3.0188
H -6.1756 3.7316 -1.0843
H -4.8015 4.2642 0.9058
H -2.4340 3.6794 0.9628

Calculated values
HOMO energy = -19.7 eV
Molar mass = 898.6 g mol⁻¹
Net charge = +4
Energy above the lowest of the compared OMol25 structures with the same formula, charge and spin = 0.1093 eV



Energy in eV, matching the order above: -146831.121, -137155.309